# C12H32BrN4O4

A cluster of 5 separate species, C12H32BrN4O4 in total (ωB97M-V/def2-TZVPD, the Open Molecules 2025 dataset).

ORCA input file:
```
! RIJCOSX wB97M-V def2-TZVPD def2/J DEFGRID3
* xyz 4 2
Br 8.724 -13.551 -2.842
O 10.146 -11.218 -7.826
O 4.396 -14.709 -1.685
O 6.850 -18.734 -4.043
O 11.331 -12.131 1.214
N 11.236 -13.768 -0.419
N 9.082 -11.773 -5.736
N 8.309 -16.833 -4.000
N 5.950 -13.090 -0.939
C 9.547 -17.493 -4.616
C 5.551 -13.469 0.500
C 12.031 -14.785 0.463
C 6.872 -17.427 -1.996
C 8.168 -10.539 -5.791
C 9.965 -12.057 -6.973
C 4.999 -13.630 -1.963
C 10.554 -13.459 -7.039
C 4.956 -13.004 -3.370
C 11.585 -11.253 -1.000
C 11.412 -12.291 0.043
C 7.328 -17.840 -3.315
H 11.864 -14.570 1.518
H 10.853 -11.246 -1.808
H 11.541 -10.228 -0.633
H 11.944 -15.782 0.031
H 8.577 -15.958 -3.571
H 10.633 -13.847 -8.054
H 13.050 -14.429 0.315
H 7.328 -10.782 -6.442
H 6.016 -18.038 -1.708
H 6.283 -13.041 1.185
H 9.326 -18.179 -5.434
H 5.042 -11.922 -3.468
H 5.582 -14.551 0.626
H 7.637 -17.560 -1.231
H 11.608 -13.430 -6.762
H 8.510 -12.553 -5.446
H 5.774 -12.099 -1.026
H 10.259 -14.023 -0.422
H 6.645 -16.371 -1.846
H 9.977 -14.235 -6.536
H 4.129 -13.362 -3.984
H 4.551 -13.106 0.738
H 10.083 -17.968 -3.795
H 6.951 -13.150 -1.063
H 5.778 -13.481 -3.903
H 12.500 -11.420 -1.568
H 11.381 -13.975 -1.397
H 9.656 -11.696 -4.908
H 7.773 -16.401 -4.739
H 8.810 -9.711 -6.091
H 7.795 -10.290 -4.797
H 10.040 -16.634 -5.072
*
```

As for the largest force on an atom: 6.93 eV/Å. The value obtained for the frontier orbital gap (alpha / beta) is 10.19 / 4.00 eV. As for the lowest unoccupied orbital energy (alpha / beta): -12.38 / -18.57 eV. The value obtained for the HOMO energy (alpha / beta) is -22.573 / -22.571 eV. The expectation value of S² is 0.752.